Entry 1:
The following is a quantum chemistry calculation of a structure of composition C23H24N4O2S, from OMol25.

```
! RIJCOSX wB97M-V def2-TZVPD def2/J DEFGRID3
* xyz 0 1
C 1.989 9.120 -3.123
H 2.061 9.929 -3.725
O 2.296 7.889 -4.037
C 2.131 6.776 -3.555
C 1.515 6.524 -2.329
C 1.651 5.245 -1.876
C 2.058 4.293 -2.666
C 2.417 4.451 -4.193
C 2.538 5.800 -4.565
H 2.866 6.058 -5.404
H 2.955 3.641 -4.875
C 1.935 2.742 -2.539
N 1.676 2.593 -1.054
N 1.826 1.282 -0.555
C 1.544 0.284 -1.436
C 1.729 0.485 -2.662
C 1.679 1.721 -3.138
H 1.785 1.881 -4.265
H 1.549 -0.650 -3.399
S 1.578 -1.272 -0.536
C 1.047 -0.801 1.044
H 1.706 0.242 1.294
H 1.706 -1.596 1.771
C -0.245 -0.713 1.461
O -0.978 0.154 1.385
N -1.126 -1.999 1.282
C -0.723 -3.153 1.153
H 0.558 -3.365 0.784
C -0.801 -4.007 2.375
N -2.292 -4.108 2.645
C -2.849 -5.266 3.139
C -2.237 -6.146 3.786
C -2.752 -7.288 4.493
C -4.252 -7.288 4.459
C -4.934 -6.345 3.789
C -4.132 -5.477 3.131
H -4.991 -4.665 2.516
H -5.799 -6.466 3.914
H -4.597 -8.224 4.885
H -1.996 -7.948 4.957
H -1.064 -6.074 4.160
C -2.550 -2.663 2.862
H -3.842 -2.693 2.978
C -2.592 -1.797 1.595
H -2.807 -0.853 1.567
H -3.165 -2.432 0.765
H -2.371 -2.307 3.757
H -0.664 -5.143 2.263
H -0.317 -3.799 3.061
H -0.977 -3.620 0.158
H 1.310 4.818 -0.987
H 1.443 7.177 -1.639
H 0.815 8.897 -2.935
H 2.559 9.186 -2.171
*
```

## Properties
Energy above the lowest of the compared OMol25 structures with the same formula, charge and spin = 2343.86 kJ/mol
HOMO = -0.281 Ha

Table of Mulliken atomic charges, one value per atom, all in e: number 1, C, carries -0.752; number 2, H, carries 0.311; number 3, O, carries -0.390; number 4, C, carries 1.027; number 5, C, carries -1.064; number 6, C, carries -0.105; number 7, C, carries 0.207; number 8, C, carries -0.587; number 9, C, carries -1.133; number 10, H, carries 0.721; number 11, H, carries 0.176; number 12, C, carries 0.295; number 13, N, carries -0.413; number 14, N, carries -0.164; number 15, C, carries 0.356; number 16, C, carries -0.391; number 17, C, carries -0.212; number 18, H, carries 0.180; number 19, H, carries 0.120; number 20, S, carries -0.165; number 21, C, carries -0.787; number 22, H, carries 0.432; number 23, H, carries 0.349; number 24, C, carries 0.723; number 25, O, carries -0.505; number 26, N, carries 0.371; number 27, C, carries -0.618; number 28, H, carries 0.147; number 29, C, carries -1.277; number 30, N, carries 0.139; number 31, C, carries 0.358; number 32, C, carries 0.568; number 33, C, carries -0.941; number 34, C, carries -0.194; number 35, C, carries -1.652; number 36, C, carries 0.472; number 37, H, carries 0.021; number 38, H, carries 0.738; number 39, H, carries 0.325; number 40, H, carries 0.335; number 41, H, carries 0.048; number 42, C, carries -0.800; number 43, H, carries 0.250; number 44, C, carries -0.941; number 45, H, carries 0.695; number 46, H, carries 0.235; number 47, H, carries 0.425; number 48, H, carries 0.572; number 49, H, carries 0.642; number 50, H, carries 0.031; number 51, H, carries 0.683; number 52, H, carries 0.553; number 53, H, carries 0.302; number 54, H, carries 0.285



Entry 2:
The following is a quantum chemistry calculation of a cluster of 2 separate species, C6H10BNO2S in total, from OMol25.

```
! RIJCOSX wB97M-V def2-TZVPD def2/J DEFGRID3
* xyz 0 1
B 1.443 -0.804 0.577
C -2.524 1.062 0.542
C -3.093 -0.129 0.435
C -1.116 1.089 0.182
C -0.710 -0.187 -0.220
C 1.459 -0.742 -2.109
C 1.106 -1.243 -0.790
N -0.277 2.227 0.410
O 2.320 0.276 0.639
O 1.143 -1.565 1.635
S -1.970 -1.326 -0.229
H -3.072 1.868 0.956
H -4.066 -0.397 0.569
H 1.534 0.284 -2.009
H 2.518 -1.135 -2.392
H 0.700 -0.972 -2.957
H 0.587 -2.320 -0.715
H 0.664 1.934 0.349
H -0.594 2.872 1.194
H 2.872 0.400 1.451
H 1.074 -1.192 2.482
*
```

## Properties
Energy above the lowest of the compared OMol25 structures with the same formula, charge and spin = 36.44 kJ/mol
HOMO = -0.279 Ha

Table of Mulliken atomic charges, one value per atom, all in e: number 1, B, carries 0.651; number 2, C, carries -0.511; number 3, C, carries -0.634; number 4, C, carries 0.266; number 5, C, carries 0.129; number 6, C, carries -1.142; number 7, C, carries 0.029; number 8, N, carries -0.565; number 9, O, carries -0.693; number 10, O, carries -0.583; number 11, S, carries -0.165; number 12, H, carries 0.368; number 13, H, carries 0.490; number 14, H, carries 0.343; number 15, H, carries 0.291; number 16, H, carries 0.276; number 17, H, carries 0.391; number 18, H, carries 0.293; number 19, H, carries 0.220; number 20, H, carries 0.277; number 21, H, carries 0.269



Entry 3:
The following is a quantum chemistry calculation of the molecule C4H5NO, from OMol25.

```
! RIJCOSX wB97M-V def2-TZVPD def2/J DEFGRID3
* xyz 0 1
O 0.645 -1.142 -1.464
C -0.443 -0.640 -1.328
C -0.899 0.122 -0.087
C 0.110 -0.086 1.002
C 1.415 0.709 0.609
N 0.886 0.897 1.729
H -1.196 -0.696 -2.139
H -0.922 1.183 -0.364
H -1.919 -0.206 0.154
H -0.099 -0.994 1.611
H 2.468 0.846 0.340
*
```

## Properties
Energy above the lowest of the compared OMol25 structures with the same formula, charge and spin = 339.75 kJ/mol
HOMO = -0.344 Ha
Structure (SMILES) = O=CC[C@H]1C=N1

Table of Mulliken atomic charges, one value per atom, all in e: number 1, O, carries -0.456; number 2, C, carries 0.115; number 3, C, carries -0.699; number 4, C, carries 0.088; number 5, C, carries -0.237; number 6, N, carries -0.459; number 7, H, carries 0.348; number 8, H, carries 0.277; number 9, H, carries 0.338; number 10, H, carries 0.353; number 11, H, carries 0.334



Entry 4:
The following is a quantum chemistry calculation of the molecule C3H6FN3S, from OMol25.

```
! RIJCOSX wB97M-V def2-TZVPD def2/J DEFGRID3
* xyz 0 1
C 2.398 -0.145 0.365
C 1.226 -0.820 0.086
F 1.227 -2.171 -0.267
C -0.175 -0.045 0.062
N -0.031 1.180 0.219
N -1.108 1.964 -0.140
N -1.250 -0.739 -0.435
S -2.679 -1.196 0.233
H 2.082 0.864 0.605
H 3.631 -0.267 0.130
H -1.718 1.725 -0.832
H -0.880 2.959 -0.322
H -0.758 -1.482 -1.068
H -1.964 -1.825 1.364
*
```

## Properties
Energy above the lowest of the compared OMol25 structures with the same formula, charge and spin = 273.99 kJ/mol
HOMO = -0.310 Ha
Structure (SMILES) = C=C(F)/C(=N/N)NS

Table of Mulliken atomic charges, one value per atom, all in e: number 1, C, carries -0.631; number 2, C, carries 0.446; number 3, F, carries -0.274; number 4, C, carries 0.237; number 5, N, carries -0.163; number 6, N, carries -0.550; number 7, N, carries -0.392; number 8, S, carries -0.153; number 9, H, carries 0.339; number 10, H, carries 0.242; number 11, H, carries 0.194; number 12, H, carries 0.234; number 13, H, carries 0.325; number 14, H, carries 0.145



Entry 5:
The following is a quantum chemistry calculation of the ion C2H6N3S with charge +1, from OMol25.

```
! RIJCOSX wB97M-V def2-TZVPD def2/J DEFGRID3
* xyz 1 1
N 1.953 1.084 -0.267
C 1.139 0.120 -0.447
N 0.063 0.170 0.321
C -0.861 -0.842 0.479
N -2.126 -0.807 0.046
S -3.009 0.405 -0.593
H 2.035 1.690 0.460
H 2.829 1.140 -0.736
H 1.318 -0.747 -1.097
H -0.205 1.086 0.787
H -0.382 -1.685 0.871
H -2.755 -1.613 0.175
*
```

## Properties
Energy above the lowest of the compared OMol25 structures with the same formula, charge and spin = 198.61 kJ/mol
HOMO (alpha / beta) = -0.449 / -0.449 Ha
Structure (SMILES) = [NH2+]=C/[NH+]=C/N[S-]

Table of Mulliken atomic charges, one value per atom, all in e: number 1, N, carries -0.279; number 2, C, carries 0.243; number 3, N, carries -0.289; number 4, C, carries -0.235; number 5, N, carries -0.202; number 6, S, carries -0.161; number 7, H, carries 0.203; number 8, H, carries 0.265; number 9, H, carries 0.379; number 10, H, carries 0.310; number 11, H, carries 0.461; number 12, H, carries 0.306



Entry 6:
The following is a quantum chemistry calculation of the molecule C5H3N3, from OMol25.

```
! RIJCOSX wB97M-V def2-TZVPD def2/J DEFGRID3
* xyz 0 1
N 1.090 3.059 0.223
C 0.858 1.866 0.467
C 0.320 0.462 0.208
C -0.780 0.323 -0.702
N -1.192 -0.849 -1.146
C -0.571 -1.913 -0.631
N 0.172 -1.940 0.596
C 0.382 -0.660 1.022
H -1.638 1.114 -1.172
H -0.958 -2.940 -0.914
H 0.850 -0.537 2.195
*
```

## Properties
Energy above the lowest of the compared OMol25 structures with the same formula, charge and spin = 235.56 kJ/mol
HOMO = -0.386 Ha
Structure (SMILES) = N#Cc1cncnc1

Table of Mulliken atomic charges, one value per atom, all in e: number 1, N, carries -0.443; number 2, C, carries 0.077; number 3, C, carries 0.238; number 4, C, carries 0.102; number 5, N, carries -0.461; number 6, C, carries 0.011; number 7, N, carries -0.463; number 8, C, carries 0.027; number 9, H, carries 0.318; number 10, H, carries 0.321; number 11, H, carries 0.272



Entry 7:
The following is a quantum chemistry calculation of the molecule C3H6Cl2N2O, from OMol25.

```
! RIJCOSX wB97M-V def2-TZVPD def2/J DEFGRID3
* xyz 0 1
C 1.852 -0.188 -0.240
O 0.753 0.341 0.607
C -0.531 0.203 0.101
N -1.494 -0.152 0.829
N -1.224 -0.480 2.094
C -0.914 0.649 -1.272
Cl -0.328 2.308 -1.636
Cl -0.422 -0.493 -2.539
H 1.511 -1.193 -0.685
H 2.065 0.572 -1.026
H 2.757 -0.363 0.394
H -0.212 -0.614 2.325
H -1.834 -1.212 2.400
H -1.980 0.621 -1.353
*
```

## Properties
Energy above the lowest of the compared OMol25 structures with the same formula, charge and spin = 70.72 kJ/mol
HOMO = -0.327 Ha
Structure (SMILES) = CO/C(=N\N)C(Cl)Cl

Table of Mulliken atomic charges, one value per atom, all in e: number 1, C, carries -0.648; number 2, O, carries -0.425; number 3, C, carries 0.460; number 4, N, carries -0.301; number 5, N, carries -0.478; number 6, C, carries 0.023; number 7, Cl, carries -0.145; number 8, Cl, carries -0.156; number 9, H, carries 0.312; number 10, H, carries 0.269; number 11, H, carries 0.230; number 12, H, carries 0.262; number 13, H, carries 0.244; number 14, H, carries 0.354



Entry 8:
The following is a quantum chemistry calculation of the ion C2H2N3OS with charge -1, from OMol25.

```
! RIJCOSX wB97M-V def2-TZVPD def2/J DEFGRID3
* xyz -1 1
C -1.026 0.337 2.068
C -0.888 3.488 -1.187
N -1.450 0.146 3.146
N 0.227 -0.106 -0.027
N -0.606 0.643 0.922
O -1.054 3.730 -2.345
S -0.678 2.648 0.082
H 0.542 -1.038 0.531
H 1.074 0.450 -0.234
*
```

## Properties
Energy above the lowest of the compared OMol25 structures with the same formula, charge and spin = 245.50 kJ/mol
HOMO = -0.122 Ha

Table of Mulliken atomic charges, one value per atom, all in e: number 1, C, carries 0.324; number 2, C, carries 0.568; number 3, N, carries -0.676; number 4, N, carries -0.552; number 5, N, carries -0.237; number 6, O, carries -0.519; number 7, S, carries -0.340; number 8, H, carries 0.223; number 9, H, carries 0.209



Entry 9:
The following is a quantum chemistry calculation of a structure of composition C26H21N5PdSSeTe, from OMol25.

```
! RIJCOSX wB97M-V def2-TZVPD def2/J DEFGRID3
* xyz 0 1
Pd 0.459 0.080 0.388
S -1.294 -1.404 0.646
C -0.449 -2.393 1.843
N -1.110 -3.454 2.265
N -0.725 -4.040 3.400
C -0.269 -3.425 4.543
C -0.523 -2.071 4.797
C -0.042 -1.477 5.945
C 0.689 -2.214 6.865
C 0.916 -3.563 6.634
C 0.438 -4.170 5.491
N 0.770 -2.085 2.242
N 1.336 -1.079 1.629
C 2.498 -0.516 2.054
C 3.174 -0.888 3.229
C 4.338 -0.236 3.573
C 4.855 0.774 2.771
C 4.198 1.147 1.605
C 3.028 0.518 1.242
H -0.846 -5.045 3.401
H -1.129 -1.503 4.109
H -0.241 -0.433 6.132
H 1.068 -1.749 7.761
H 1.476 -4.145 7.350
H 0.619 -5.219 5.314
H 2.756 -1.679 3.835
H 4.857 -0.508 4.480
H 5.774 1.264 3.048
H 4.605 1.924 0.974
H 2.536 0.801 0.290
Te 1.320 -1.483 -1.828
C 0.524 -3.472 -1.642
C -0.515 -3.828 -2.489
C -1.038 -5.108 -2.448
C -0.523 -6.036 -1.559
C 0.511 -5.679 -0.710
C 1.036 -4.397 -0.747
C 2.722 -2.194 -3.320
C 3.955 -2.715 -2.964
C 4.829 -3.154 -3.944
C 4.470 -3.069 -5.279
C 3.238 -2.549 -5.636
C 2.366 -2.111 -4.656
H -0.911 -3.099 -3.182
H -1.841 -5.381 -3.117
H -0.929 -7.036 -1.528
H 0.919 -6.408 -0.022
H 1.846 -4.126 -0.082
H 4.234 -2.779 -1.920
H 5.791 -3.563 -3.666
H 5.155 -3.405 -6.044
H 2.952 -2.483 -6.676
H 1.402 -1.702 -4.923
Se 0.785 4.119 0.357
C 0.129 2.615 -0.181
N -0.336 1.614 -0.605
*
```

## Properties
HOMO (alpha / beta) = -0.280 / -0.280 Ha

Table of Mulliken atomic charges, one value per atom, all in e: number 1, Pd, carries -0.408; number 2, S, carries -0.325; number 3, C, carries 0.681; number 4, N, carries -0.871; number 5, N, carries 0.235; number 6, C, carries 0.851; number 7, C, carries -0.199; number 8, C, carries -0.620; number 9, C, carries -0.621; number 10, C, carries -0.500; number 11, C, carries -0.654; number 12, N, carries -0.392; number 13, N, carries 0.377; number 14, C, carries 0.972; number 15, C, carries -0.252; number 16, C, carries -0.625; number 17, C, carries -0.446; number 18, C, carries -1.005; number 19, C, carries -0.396; number 20, H, carries 0.241; number 21, H, carries 0.493; number 22, H, carries 0.419; number 23, H, carries 0.412; number 24, H, carries 0.383; number 25, H, carries 0.369; number 26, H, carries 0.458; number 27, H, carries 0.398; number 28, H, carries 0.405; number 29, H, carries 0.405; number 30, H, carries 0.407; number 31, Te, carries 0.593; number 32, C, carries 0.101; number 33, C, carries -0.433; number 34, C, carries -0.560; number 35, C, carries -0.400; number 36, C, carries -0.542; number 37, C, carries -0.279; number 38, C, carries -0.014; number 39, C, carries -0.207; number 40, C, carries -0.576; number 41, C, carries -0.424; number 42, C, carries -0.559; number 43, C, carries -0.235; number 44, H, carries 0.388; number 45, H, carries 0.386; number 46, H, carries 0.390; number 47, H, carries 0.418; number 48, H, carries 0.390; number 49, H, carries 0.343; number 50, H, carries 0.373; number 51, H, carries 0.368; number 52, H, carries 0.373; number 53, H, carries 0.344; number 54, Se, carries -0.197; number 55, C, carries 0.281; number 56, N, carries -0.510